C22H36Br2F5N3O5 | the ωB97M-V functional and the def2-TZVPD basis

Properties
**Orbital gap**: 5.4 eV
**ΔE to the lowest compared entry with this formula, charge and spin**: 94.5 kJ/mol
**F_max**: 4.220 eV/A

Geometry as XYZ:
```
73
Properties=species:S:1:pos:R:3:forces:R:3
C 1.80446 -2.28925 4.56283 -0.1 0.4 -0.6
C 2.05300 -2.17095 3.04138 0.2 0.9 0.5
O 2.97210 -3.12964 2.56386 -0.6 -0.3 -0.2
C 2.56315 -3.68367 1.29490 0.1 0.2 0.8
C 2.71448 -2.66964 0.14955 0.2 -0.5 -0.8
C 1.74953 -2.90692 -1.04729 0.6 -1.0 0.4
C 0.25449 -2.95815 -0.68845 -0.3 0.9 -0.1
C -0.53375 -1.73044 -1.24256 -0.4 -0.8 0.3
C -1.74581 -1.49163 -0.32766 1.8 -2.1 -2.0
O -1.44352 -0.93622 0.92431 -1.4 0.5 -1.1
C -1.06015 0.39762 0.81944 2.2 1.4 2.4
C -1.51023 1.06582 2.15889 1.1 -0.6 0.2
C -0.93297 2.48966 2.38432 -1.6 0.7 0.2
C -2.12134 3.49214 2.64342 1.1 -0.5 -0.2
Br -1.82394 5.20317 1.71682 -0.2 -0.4 0.3
C 0.49713 0.53111 0.74206 0.3 0.2 -1.1
C 0.96691 1.55083 -0.32148 0.3 0.2 -0.2
C 2.45526 1.93734 -0.16428 -0.2 -0.2 -0.3
C 2.79979 3.14362 -1.03168 -0.6 -0.1 0.9
F 4.12043 3.39691 -1.02776 0.4 -0.1 0.1
F 2.42449 2.90664 -2.29663 0.1 0.0 -0.5
C 2.08088 4.47147 -0.57853 -0.3 -0.6 -0.8
F 2.87322 5.51060 -0.63865 0.7 0.7 0.0
F 1.05002 4.69390 -1.39098 -0.5 0.2 -0.3
F 1.57945 4.39970 0.65162 0.1 -0.2 0.8
N -1.76705 1.13162 -0.28873 -2.4 -0.8 -0.1
C -2.94627 0.46784 -0.54363 1.5 -0.1 -1.2
N -4.15909 0.99369 -0.22692 -0.9 1.2 -0.6
N -2.81832 -0.74452 -1.09553 -1.4 0.0 4.0
C -4.08709 -1.48795 -1.18568 0.4 0.1 -1.7
C -4.87722 -0.97961 -2.43228 2.9 0.7 0.8
O -5.98057 -1.22002 -2.62801 -3.2 -0.8 -0.3
Br -3.87150 0.09257 -3.74596 0.0 -0.2 0.3
H 2.68983 -2.71328 5.04746 -0.3 0.0 0.0
H 0.88888 -2.85717 4.76674 0.4 -0.2 0.1
H 1.64119 -1.27578 4.96195 0.1 -0.3 0.0
H 1.08462 -2.19221 2.50766 0.3 -0.2 0.0
H 2.47715 -1.16402 2.85718 -0.1 -0.3 -0.1
H 1.53536 -4.05623 1.44104 0.1 0.2 -0.3
H 3.19768 -4.57096 1.16604 -0.1 0.3 -0.2
H 3.72463 -2.82153 -0.26430 -0.2 0.3 0.2
H 2.69989 -1.63039 0.50808 -0.2 -0.3 0.1
H 2.01691 -3.91184 -1.42534 0.0 0.3 0.0
H 1.94447 -2.20250 -1.88605 -0.3 -0.5 0.7
H -0.21984 -3.86383 -1.09799 0.2 0.2 0.1
H 0.05986 -3.00416 0.39942 0.4 0.0 -0.2
H 0.08946 -0.84434 -1.37927 -0.2 -0.3 0.0
H -0.89827 -2.01582 -2.24172 0.1 0.5 0.2
H -2.15725 -2.49028 -0.12274 -0.2 0.4 0.1
H -2.59947 0.99826 2.30421 0.2 0.2 -0.3
H -1.07694 0.41722 2.93723 -0.2 0.0 -0.3
H -0.37715 2.89652 1.53537 0.1 -0.4 0.2
H -0.31564 2.49268 3.28797 0.2 0.0 -0.4
H -2.16742 3.69429 3.71440 -0.5 0.1 -0.3
H -3.03952 3.06294 2.23796 0.0 0.4 0.3
H 0.95173 -0.42215 0.44231 -0.4 0.1 0.2
H 0.92552 0.74112 1.73328 -0.4 0.2 -0.2
H 0.85199 1.10144 -1.32094 0.0 0.1 0.3
H 0.37078 2.47462 -0.33878 0.0 -0.3 0.2
H 3.07193 1.11428 -0.55432 0.0 0.2 0.3
H 2.70412 2.16222 0.88161 0.1 -0.1 -0.3
H -2.07687 2.05813 0.00036 0.7 0.0 0.3
H -4.73264 0.60364 0.50742 0.1 -0.4 -0.4
H -4.57691 1.75589 -0.74694 0.3 0.0 0.2
H -4.70254 -1.44109 -0.28330 0.0 0.0 -0.3
H -3.86563 -2.53748 -1.42215 0.1 0.3 0.1
C 1.03603 0.72295 -4.68928 0.2 0.2 0.2
C 0.81987 -0.65406 -4.04390 0.1 0.4 -0.3
O 1.45920 -0.87638 -2.97412 0.0 0.5 -0.4
O 0.03102 -1.41199 -4.63630 -0.1 -0.2 0.4
H 1.73630 1.32816 -4.11204 0.0 -0.1 0.0
H 1.43318 0.59936 -5.69768 -0.1 0.0 0.0
H 0.08450 1.25610 -4.75126 0.0 -0.1 -0.1
```
Positions in Å, forces in eV/Å.